(1)
Molecular formula: C3H9BrNaO4P
Method: DFT, ωB97M-V/def2-TZVPD

Computed properties:
* E_LUMO: -1.166 eV
* ΔE to the lowest compared entry with this formula, charge and spin: 0.084 eV
* highest occupied orbital energy: -8.24 eV
* Kohn-Sham gap: 0.26012 Ha

```
! RIJCOSX wB97M-V def2-TZVPD def2/J DEFGRID3
* xyz 0 1
H 1.1163 -1.7399 1.2285
H -0.1648 2.9086 2.2588
H 1.3490 2.7610 1.3057
H 0.5706 -1.1970 2.8499
Br -2.3282 -3.1585 -3.7469
H 0.0808 3.9518 0.9128
H -0.2737 -1.9830 -1.0143
O -0.2920 2.0602 0.2840
Na -2.8830 -0.3518 -3.1387
H 1.2058 -1.2853 -1.7824
O -0.2475 -0.1514 1.2993
O -0.3052 0.1098 -1.2199
O 1.8747 0.5974 0.0695
P 0.4227 0.6586 0.0753
H -0.3136 -1.4085 -2.6233
C 0.2760 2.9375 1.2621
C 0.2738 -1.3678 1.8136
C 0.1303 -1.1943 -1.6488
H -0.4920 -2.1473 1.8148
*
```

Here are the natural (NBO) charges for atoms 1 to 5, given in e: H 0.195; H 0.190; H 0.207; H 0.189; Br -0.934

=====

(2)
Molecular formula: C3H9BrOSi
Method: DFT, ωB97M-V/def2-TZVPD

Computed properties:
* E_LUMO: 0.808 eV
* ΔE to the lowest compared entry with this formula, charge and spin: 1.740 eV
* highest occupied orbital energy: -10.00 eV
* Kohn-Sham gap: 0.39707 Ha

```
! RIJCOSX wB97M-V def2-TZVPD def2/J DEFGRID3
* xyz 0 1
Br -0.3961 2.3381 2.3465
C 0.7327 2.1361 0.7653
H 1.6382 1.8785 1.1761
O 0.2635 1.2061 -0.2062
C 0.4980 -1.4700 0.8376
H -1.0286 -1.9328 -1.6996
H -1.9278 0.3116 0.1140
H 0.0235 -2.4735 0.7348
H 0.5532 -1.2248 1.8923
C -0.6982 -0.8538 -1.8486
Si -0.6124 -0.2717 -0.1017
H 0.7760 3.1832 0.3637
H -1.5638 -0.3242 -2.2843
H 1.5596 -1.4545 0.4613
H 0.1823 -1.0483 -2.5511
*
```

Here are the natural (NBO) charges for atoms 1 to 5, given in e: Br -0.078; C -0.058; H 0.173; O -0.884; C -1.128

=====

(3)
Molecular formula: C3H9ClN3
Method: DFT, ωB97M-V/def2-TZVPD

Computed properties:
* E_LUMO (alpha / beta): -7.072 / -7.071 eV
* ΔE to the lowest compared entry with this formula, charge and spin: 5.186 eV
* highest occupied orbital energy (alpha / beta): -13.90 / -13.90 eV
* Kohn-Sham gap (alpha / beta): 0.25089 / 0.25091 Ha

```
! RIJCOSX wB97M-V def2-TZVPD def2/J DEFGRID3
* xyz 1 1
H -0.9055 0.0162 2.1874
Cl 0.0311 2.2573 2.7783
H 0.8839 1.7202 -1.1910
H -1.7796 -1.0354 1.0980
C 0.3594 -1.5675 -1.2513
H -1.1399 2.6923 0.8544
H 1.0377 -2.1433 -0.7193
H -0.7125 -1.8531 -1.0066
H 1.7381 0.4328 -2.2227
C 0.3891 -0.1504 -0.7927
H -0.0834 -1.4655 1.4321
N 1.0220 0.7819 -1.4852
H 0.4375 -1.6146 -2.3852
N -0.2665 0.1875 0.2702
N -0.2291 2.4204 1.1779
C -0.7825 -0.6789 1.2556
*
```

Here are the natural (NBO) charges for atoms 1 to 5, given in e: H 0.223; Cl 0.417; H 0.427; H 0.233; C -0.678

=====

(4)
Molecular formula: C3H9ClNO2PS2
Method: DFT, ωB97M-V/def2-TZVPD

Computed properties:
* E_LUMO: -0.180 eV
* ΔE to the lowest compared entry with this formula, charge and spin: 3.118 eV
* highest occupied orbital energy: -8.92 eV
* Kohn-Sham gap: 0.32108 Ha

```
! RIJCOSX wB97M-V def2-TZVPD def2/J DEFGRID3
* xyz 0 1
H -3.6219 -1.3080 0.2889
H -2.4227 1.0428 -0.7190
C -2.4603 -1.2885 0.2971
H -2.0323 -1.3133 -0.7160
O 1.5071 -0.1586 -1.7986
N 4.1457 0.9977 -0.4829
Cl 3.0613 -1.7665 0.2476
C -1.8306 -0.1477 1.1341
H -0.8698 -0.2216 1.6007
H -1.3088 1.9664 0.4211
S 1.8239 1.2170 0.7505
P 0.6723 -0.2725 -0.4459
S 3.6655 0.2495 0.7160
H -2.6485 0.4346 1.8041
H -2.2278 -2.3730 0.7094
C -1.6370 0.8931 0.0010
O -0.6079 0.5606 -0.9508
H 1.7800 0.7157 -2.0077
H 5.0116 0.7722 -0.8496
*
```

Here are the natural (NBO) charges for atoms 1 to 5, given in e: H 0.228; H 0.204; C -0.643; H 0.219; O -1.002

=====

(5)
Molecular formula: C3H9ClSSi
Method: DFT, ωB97M-V/def2-TZVPD

Computed properties:
* E_LUMO (alpha / beta): -0.671 / -0.279 eV
* ΔE to the lowest compared entry with this formula, charge and spin: 3.910 eV
* highest occupied orbital energy (alpha / beta): -9.11 / -7.28 eV
* Kohn-Sham gap (alpha / beta): 0.31011 / 0.25712 Ha

```
! RIJCOSX wB97M-V def2-TZVPD def2/J DEFGRID3
* xyz 0 1
H -2.9288 2.3684 -1.0587
C -2.1825 2.2555 -0.2320
H 1.5748 -1.4295 2.2891
H 1.4485 1.4086 -0.7998
H -2.3562 -0.5651 -0.5955
H 0.6429 -2.7829 1.3516
H -1.0832 2.3080 -0.3770
C 1.2147 -1.8248 1.2462
C 1.1149 0.4131 -1.1730
Cl 2.5124 -0.4664 -1.8797
H 0.4563 0.6861 -1.9184
H -2.5544 2.1492 0.8296
S -1.4900 -1.5225 -0.9555
Si 0.2297 -0.6691 0.1272
H 2.0472 -2.0857 0.7410
*
```

Here are the natural (NBO) charges for atoms 1 to 5, given in e: H 0.182; C -0.533; H 0.263; H 0.237; H 0.166

=====

(6)
Molecular formula: C3H9F3N3O3P3
Method: DFT, ωB97M-V/def2-TZVPD

Computed properties:
* E_LUMO: 0.495 eV
* ΔE to the lowest compared entry with this formula, charge and spin: 0.000 eV
* highest occupied orbital energy: -9.27 eV
* Kohn-Sham gap: 0.35882 Ha

```
! RIJCOSX wB97M-V def2-TZVPD def2/J DEFGRID3
* xyz 0 1
P 2.1772 0.7149 0.2476
O 1.6990 -0.3927 -0.8388
N 1.1223 0.2050 1.4526
H -0.2825 -3.5251 -0.8805
F -0.8828 2.7283 -1.6014
P -0.1948 -0.4741 0.9076
F -2.1721 0.2696 -0.4080
H -2.5937 0.7296 2.9017
C -0.8450 -2.6052 -0.6860
H 2.4432 -0.9064 -2.7471
H 1.1618 0.3125 -2.7789
H -0.7525 -1.8694 -1.5145
O -1.3609 -0.6375 2.0213
H -1.4156 0.0410 3.9896
F 1.7194 3.1617 -0.7920
H -0.9487 1.2647 2.7211
C -1.5881 0.3930 2.9567
N 1.0937 1.9856 -0.3870
N -0.8162 0.5507 -0.3092
H 2.7864 0.7206 -2.1772
C 2.0291 -0.0808 -2.2100
H -1.8143 -2.8864 -0.1607
O -0.0529 -1.9354 0.3764
P -0.5120 2.2359 -0.0830
*
```

Here are the natural (NBO) charges for atoms 1 to 5, given in e: P 1.469; O -0.848; N -1.444; H 0.206; F -0.578

=====

(7)
Molecular formula: C3H9F3PSi
Method: DFT, ωB97M-V/def2-TZVPD

Computed properties:
* E_LUMO (alpha / beta): -5.689 / -6.926 eV
* ΔE to the lowest compared entry with this formula, charge and spin: 0.000 eV
* highest occupied orbital energy (alpha / beta): -11.94 / -16.03 eV
* expectation value of S²: 2.005
* Kohn-Sham gap (alpha / beta): 0.22961 / 0.33468 Ha

```
! RIJCOSX wB97M-V def2-TZVPD def2/J DEFGRID3
* xyz 1 3
P 2.9002 0.3276 0.1625
Si -0.7314 -0.5704 0.0730
H 0.1733 -1.7402 -1.9356
F 2.4248 -0.8798 -0.7748
H -1.6980 -2.3861 1.4818
H -1.9553 3.2028 0.7728
H -0.1037 -0.0416 -2.3100
F 1.9079 -0.1285 1.3453
H -1.4630 -1.1540 -2.2393
H -0.2323 -1.7621 2.2278
F 1.8085 1.3289 -0.4431
H -0.1180 -2.8537 0.8455
C -0.6895 -2.0292 1.2773
C -0.5083 -0.9028 -1.7822
C -0.9190 3.1638 0.5132
H -0.1838 3.1291 1.2893
H -0.6124 3.2961 -0.5036
*
```

Here are the natural (NBO) charges for atoms 1 to 5, given in e: P 1.798; Si 1.659; H 0.285; F -0.587; H 0.294

=====

(8)
Molecular formula: C3H9F6KN3O16PS6
Method: DFT, ωB97M-V/def2-TZVPD

Computed properties:
* E_LUMO: 3.613 eV
* ΔE to the lowest compared entry with this formula, charge and spin: 4.680 eV
* highest occupied orbital energy: -5.23 eV
* Kohn-Sham gap: 0.32503 Ha

```
! RIJCOSX wB97M-V def2-TZVPD def2/J DEFGRID3
* xyz -2 1
O 6.6598 14.4883 -3.2517
F 2.7762 17.8953 2.5622
O 2.9702 17.0990 4.8775
N 6.0847 17.9564 -0.3818
O -1.0656 12.2066 -0.3149
K 4.3272 15.7308 0.2912
O 0.1880 13.8574 1.1432
N 4.4499 14.8372 -2.1564
H -4.3959 13.1397 2.1836
N 3.3324 15.7274 2.7595
O 4.7824 14.6780 4.6616
H -3.5922 11.7751 1.2778
O 8.3750 17.1249 0.8474
F 3.7020 13.3741 2.8302
S 5.5598 13.8632 -2.5405
F 4.6492 19.3339 0.8323
H -1.5254 16.5768 0.5057
H 0.7565 14.0796 -0.8842
O 2.6037 13.3049 -3.5488
O -1.7543 14.7613 -0.2210
H 1.7572 14.8762 0.3109
S 7.8142 17.6679 -0.3713
C 1.1650 13.9809 0.1216
O 8.6290 18.5587 -1.2239
F 7.7186 16.3166 -1.2455
S 2.4568 16.6681 3.5689
O -2.2939 13.1719 1.8197
S 3.4817 14.4766 -3.5409
H -3.2826 16.3099 -0.0524
O 5.3096 12.4396 -2.7328
P -1.2608 13.4246 0.5618
O 4.1103 14.9224 -4.8047
S 6.2307 19.0710 0.6306
C -3.6394 12.8496 1.4544
F 2.2378 15.5294 -3.3336
O 2.3466 14.1335 4.6120
O 1.0200 16.6286 3.3366
F 6.1640 13.8844 -1.0815
H -3.9199 13.4096 0.5623
S 3.5220 14.5429 3.8847
C -2.3732 15.9018 0.3889
H -2.7451 15.4682 1.3172
O 6.5923 18.6580 2.0024
H 1.8267 13.1241 0.2481
O 6.6783 20.3721 0.1790
*
```

Here are the natural (NBO) charges for atoms 1 to 5, given in e: O -0.905; F -0.526; O -0.894; N -1.099; O -1.088

=====

(9)
Molecular formula: C3H9FN
Method: DFT, ωB97M-V/def2-TZVPD

Computed properties:
* E_LUMO: -3.659 eV
* ΔE to the lowest compared entry with this formula, charge and spin: 1.349 eV
* highest occupied orbital energy: -13.89 eV
* Kohn-Sham gap: 0.37598 Ha

```
! RIJCOSX wB97M-V def2-TZVPD def2/J DEFGRID3
* xyz 1 1
C 0.2742 -0.0508 0.5649
H 0.8685 -2.0573 0.3062
H -1.4323 1.1563 -1.2372
H -2.0676 1.4010 0.5066
F -2.3628 -0.4085 -0.3575
H -0.7629 -1.7795 0.0322
H 0.3742 -1.2825 -1.0859
H 0.0797 -0.0893 1.6268
C 1.4096 0.7731 0.0853
H 2.3620 0.3327 0.3889
H 1.4148 0.8755 -0.9979
N 0.1876 -1.3855 -0.0774
C -1.7071 0.7501 -0.2769
H 1.3622 1.7649 0.5220
*
```

Here are the natural (NBO) charges for atoms 1 to 5, given in e: C -0.080; H 0.440; H 0.180; H 0.195; F -0.338

=====

(10)
Molecular formula: C3H9IN3
Method: DFT, ωB97M-V/def2-TZVPD

Computed properties:
* E_LUMO: -5.437 eV
* ΔE to the lowest compared entry with this formula, charge and spin: 2.665 eV
* highest occupied orbital energy: -13.64 eV
* Kohn-Sham gap: 0.30133 Ha

```
! RIJCOSX wB97M-V def2-TZVPD def2/J DEFGRID3
* xyz 1 1
N -1.0126 2.0988 0.4419
C 0.5173 -1.8526 -0.2730
I 2.8027 0.1324 -0.0178
C 0.7864 -0.4211 0.2467
H 0.6658 2.4263 -0.6523
N 0.2738 -0.0331 1.4572
H -0.8401 3.0476 0.8853
H 1.3425 -2.5543 0.0155
H -1.1526 0.2347 -1.1573
H -0.3694 -2.1840 0.1595
H 0.5402 -1.9152 -1.3750
H 0.9365 0.3551 2.1745
H -0.3714 -0.7628 1.6450
H 0.5291 0.4451 -1.9298
N -0.1832 1.8909 -0.5001
C -0.0988 0.6403 -1.0817
*
```

Here are the natural (NBO) charges for atoms 1 to 5, given in e: N -0.219; C -0.675; I 0.190; C 0.104; H 0.412

=====

(11)
Molecular formula: C3H9INO2
Method: DFT, ωB97M-V/def2-TZVPD

Computed properties:
* E_LUMO: -3.936 eV
* ΔE to the lowest compared entry with this formula, charge and spin: 2.093 eV
* highest occupied orbital energy: -11.30 eV
* Kohn-Sham gap: 0.27064 Ha

```
! RIJCOSX wB97M-V def2-TZVPD def2/J DEFGRID3
* xyz 1 1
O -0.4769 1.7968 -2.1319
H 1.5211 -0.4250 1.2397
H 0.7970 0.1477 -2.4027
H -1.1925 -1.3736 1.9017
H -1.0096 -1.5825 -0.4336
H 0.9977 -2.1105 1.1379
H -1.1932 1.3729 -2.6349
H 1.0321 -1.2890 2.7127
C -0.8511 -0.5824 -0.0278
H -0.6977 0.2002 1.8660
C 0.8348 -1.1644 1.6501
H 1.3207 2.4863 -0.8754
C 0.5966 1.1054 -1.9369
N -0.5551 -0.7178 1.4289
I -2.6688 0.5409 -0.2859
O 1.5450 1.5951 -1.2081
*
```

Here are the natural (NBO) charges for atoms 1 to 5, given in e: O -0.598; H 0.229; H 0.221; H 0.410; H 0.182

=====

(12)
Molecular formula: C3H9N
Method: DFT, ωB97M-V/def2-TZVPD

Computed properties:
* E_LUMO: -0.942 eV
* ΔE to the lowest compared entry with this formula, charge and spin: 6.402 eV
* highest occupied orbital energy: -8.55 eV
* Kohn-Sham gap: 0.27955 Ha

```
! RIJCOSX wB97M-V def2-TZVPD def2/J DEFGRID3
* xyz 0 1
C 0.0891 -0.8070 1.3972
N -2.4338 -0.0751 -0.6847
H 0.4192 -1.8643 1.3041
H 0.7442 -0.0984 0.8671
H -0.8299 -0.6023 0.8570
C -2.7323 0.8393 0.1945
H -2.5308 1.8755 -0.0866
H -1.5350 0.3289 -2.4514
C -1.3708 0.4657 -1.3856
H -3.0528 0.5241 1.2004
H 6.7594 0.1909 -2.0661
H -0.0651 -0.4796 2.4120
H 6.5385 -0.2976 -1.5578
*
```

Here are the natural (NBO) charges for atoms 1 to 5, given in e: C -0.865; N -0.458; H 0.216; H 0.222; H 0.214

=====

(13)
Molecular formula: C3H9N
Method: DFT, ωB97M-V/def2-TZVPD

Computed properties:
* E_LUMO: -0.247 eV
* ΔE to the lowest compared entry with this formula, charge and spin: 5.645 eV
* highest occupied orbital energy: -8.62 eV
* Kohn-Sham gap: 0.30777 Ha

```
! RIJCOSX wB97M-V def2-TZVPD def2/J DEFGRID3
* xyz 0 1
H 0.4602 3.3928 -4.4612
H -0.8813 -2.8704 0.4857
H 1.2285 -0.2729 1.7982
N -1.2932 -0.8341 0.8950
H -1.0081 -2.3009 2.2481
H -2.0128 -0.7572 -0.9989
C -0.9780 -2.0547 1.1948
H 0.6253 0.4180 0.2986
H 2.2249 0.9332 0.9574
C -1.0769 -0.6398 -0.4094
H 0.6143 1.3784 1.7084
H 0.8943 2.9813 -4.9069
C 1.2027 0.6265 1.1903
*
```

Here are the natural (NBO) charges for atoms 1 to 5, given in e: H 0.000; H 0.166; H 0.202; N -0.403; H 0.180

=====

(14)
Molecular formula: C3H9N
Method: DFT, ωB97M-V/def2-TZVPD

Computed properties:
* E_LUMO: 1.054 eV
* ΔE to the lowest compared entry with this formula, charge and spin: 1.605 eV
* highest occupied orbital energy: -8.78 eV
* Kohn-Sham gap: 0.36153 Ha

```
! RIJCOSX wB97M-V def2-TZVPD def2/J DEFGRID3
* xyz 0 1
C -0.7121 0.8687 -0.8035
C 0.4971 -0.8933 0.7693
H 2.2066 -0.6728 -0.4132
H 0.2853 -0.7219 2.0282
H -1.6772 1.1200 -1.2239
H -1.4586 -0.9987 -0.2734
H -0.1892 0.6226 -1.8152
C -0.7791 -0.2155 0.2457
H -0.3905 1.8476 -0.4219
H -1.3864 0.3081 1.1140
N 1.6563 -0.1366 0.3213
H 1.4748 0.8132 -0.0026
H 0.4732 -1.9414 0.4753
*
```

Here are the natural (NBO) charges for atoms 1 to 5, given in e: C -0.635; C -0.206; H 0.365; H 0.157; H 0.222